Record 1
ORCA calculation (ωB97M-V with the def2-TZVPD basis set) on the molecule C21H21ClN2O4S.

For the energy, the calculation gives -56646.24208 eV. The calculation puts the HOMO energy at -8.27 eV. As for the structure (SMILES): O=c1[nH]c2ccccc2cc1CN(C[C@H]1CCCO1)S(=O)(=O)c1ccc(Cl)cc1. The value obtained for the energy above the lowest of the compared OMol25 structures with the same formula, charge and spin is 0.994 eV. As for the net charge: 0.

The geometry in XYZ format:
```
50
Properties=species:S:1:pos:R:3:forces:R:3:lowdin_charge:R:1
O 1.1775 0.5207 2.8076 -0.232 0.191 0.129 0.05
C 1.6530 -0.2008 1.9447 0.321 -0.154 -0.003 -0.44
N 3.0131 -0.2346 1.7463 0.096 0.291 0.313 0.18
C 3.6606 -0.9436 0.7732 0.062 -0.447 -0.563 -0.18
C 5.0456 -0.8600 0.6174 -0.008 0.022 0.019 -0.02
C 5.6711 -1.5898 -0.3691 -0.085 0.040 0.051 -0.08
C 4.9320 -2.4129 -1.2167 0.041 -0.106 -0.128 -0.09
C 3.5668 -2.5031 -1.0728 0.031 0.127 0.150 -0.02
C 2.9060 -1.7736 -0.0782 0.449 0.190 0.085 -0.14
C 1.4925 -1.8183 0.1147 -0.299 0.213 0.533 0.06
C 0.8879 -1.0881 1.0758 -0.026 -0.436 -0.192 -0.11
C -0.6067 -1.0638 1.2329 0.107 -0.319 0.233 -0.13
N -1.2398 -0.2578 0.2123 -0.226 -0.603 -0.886 -0.22
S -1.9958 -0.9859 -1.0584 -0.404 0.232 0.516 0.68
O -1.6175 -2.3688 -1.0898 -0.055 -0.044 0.291 -0.28
O -1.8410 -0.1935 -2.2436 -0.146 0.212 0.218 -0.27
C -3.7107 -0.8727 -0.5431 0.497 -0.040 -0.351 -0.26
C -4.2232 -1.8135 0.3302 -0.011 -0.108 0.026 -0.05
C -5.5240 -1.6907 0.7856 0.012 0.087 -0.037 -0.09
C -6.2918 -0.6154 0.3581 0.302 0.013 -0.137 -0.67
C -5.7805 0.3281 -0.5223 -0.049 -0.098 0.123 -0.09
C -4.4785 0.1931 -0.9727 0.045 0.048 -0.107 -0.06
H -4.0508 0.8934 -1.6725 -0.037 0.125 -0.093 0.11
H -6.3961 1.1512 -0.8493 -0.058 0.053 -0.021 0.11
Cl -7.9114 -0.4544 0.9244 -0.242 0.020 0.084 0.69
H -5.9436 -2.4179 1.4626 -0.043 -0.053 0.047 0.11
H -3.6039 -2.6434 0.6297 0.014 -0.157 0.093 0.12
C -1.0482 1.1695 0.1954 0.199 0.495 -0.529 -0.12
H -0.8048 1.4883 1.2123 -0.099 0.002 -0.006 0.14
C 0.0532 1.6585 -0.7684 -0.513 0.034 -0.180 -0.29
C -0.0221 3.1907 -0.9462 0.137 -0.176 0.046 -0.11
H -0.3939 3.4610 -1.9312 -0.089 0.037 -0.001 0.12
C 1.4150 3.6548 -0.7096 0.052 -0.227 0.070 -0.14
H 1.4752 4.6410 -0.2554 0.030 0.065 -0.015 0.11
C 1.9385 2.5510 0.2058 0.145 0.352 0.062 -0.20
H 3.0221 2.4268 0.1684 -0.033 0.034 0.056 0.12
O 1.3584 1.3629 -0.2918 0.072 -0.062 -0.035 -0.11
H 1.6281 2.7238 1.2465 0.056 -0.025 -0.027 0.12
H 1.9763 3.6544 -1.6441 0.032 0.038 -0.001 0.11
H -0.6842 3.6195 -0.1927 -0.075 0.055 0.004 0.11
H -0.0666 1.1243 -1.7155 0.042 0.178 0.163 0.13
H -1.9953 1.6245 -0.1118 0.055 0.217 0.101 0.12
H -1.0129 -2.0690 1.1223 0.128 0.013 0.247 0.12
H -0.8613 -0.6579 2.2181 -0.020 -0.107 -0.161 0.13
H 0.8935 -2.4386 -0.5381 -0.079 -0.080 -0.082 0.12
H 2.9838 -3.1354 -1.7253 -0.066 -0.073 -0.080 0.12
H 5.4361 -2.9780 -1.9858 0.022 -0.050 -0.067 0.10
H 6.7423 -1.5224 -0.4874 0.081 0.019 0.007 0.10
H 5.6174 -0.2198 1.2743 0.063 0.061 0.071 0.11
H 3.5588 0.3859 2.3334 -0.199 -0.099 -0.037 0.17
```
Positions in Å, forces in eV/Å.

=====

Record 2
ORCA calculation (ωB97M-V with the def2-TZVPD basis set) on a cluster of 2 separate species, H12Si5 in total.

For the energy, the calculation gives -39578.25314 eV. The calculation puts the HOMO energy at -8.05 eV. As for the structure (SMILES): [SiH3]/[SiH]=[SiH]/[SiH3].[SiH4]. The value obtained for the energy above the lowest of the compared OMol25 structures with the same formula, charge and spin is 0.422 eV. As for the net charge: 0.

The geometry in XYZ format:
```
17
Properties=species:S:1:pos:R:3:forces:R:3:lowdin_charge:R:1
Si -2.3550 -0.8515 -0.0438 -0.526 0.375 0.172 0.31
Si -0.4903 -0.5156 3.5042 0.003 0.012 0.130 0.53
Si 2.7364 1.3153 -2.9446 0.539 -0.329 -0.220 0.34
Si -0.3917 -0.7424 -1.2493 1.349 0.143 -0.064 0.21
Si 0.9709 1.0019 -1.4960 -1.344 -0.214 0.099 0.20
H -2.5884 0.4287 0.6312 0.006 0.277 0.085 -0.12
H -3.5059 -1.0638 -0.9346 -0.043 -0.067 -0.238 -0.13
H -2.4422 -1.8922 0.9892 0.292 -0.237 0.045 -0.12
H 0.2081 -1.6888 2.9804 0.127 -0.235 -0.099 -0.13
H -0.0172 -0.2126 4.8566 0.118 0.030 0.211 -0.14
H -1.9266 -0.7800 3.5613 -0.285 -0.058 -0.015 -0.13
H 3.6487 0.1669 -2.8935 0.121 -0.209 0.080 -0.13
H 2.3905 1.4969 -4.3590 -0.336 0.029 -0.151 -0.12
H 3.5205 2.5020 -2.5732 -0.045 0.185 0.246 -0.13
H 0.3820 -1.9818 -0.9546 -0.076 -0.027 -0.202 -0.16
H -0.2321 0.6295 2.6364 0.039 0.254 -0.221 -0.13
H 0.0924 2.1875 -1.7108 0.060 0.071 0.142 -0.16
```
Positions in Å, forces in eV/Å.

=====

Record 3
ORCA calculation (ωB97M-V with the def2-TZVPD basis set) on a structure of composition C50H51AsBN8O6S2Ti.

For the energy, the calculation gives -183192.65924 eV. The expectation value of S² is 0.752. The calculation puts the HOMO energy (spin up / spin down) at -7.44 / -7.66 eV. As for the net charge: 0. The multiplicity is 2.

The geometry in XYZ format:
```
120
Properties=species:S:1:pos:R:3:forces:R:3:lowdin_charge:R:1
Ti -0.5056 0.4774 -0.6839 0.996 0.668 0.430 1.06
C -2.6208 1.1360 -4.1400 0.039 0.082 -0.062 -0.01
C -1.8253 2.2423 -3.5170 -0.211 -0.167 -0.199 -0.31
C -1.8632 3.5987 -3.8873 -0.155 -0.023 -0.126 0.02
C -0.9395 4.2267 -3.0809 0.113 0.097 0.042 -0.28
C -0.5246 5.6647 -3.0150 -0.116 -0.013 -0.045 -0.02
N -0.3989 3.2856 -2.2910 0.366 -0.364 0.272 0.03
N -0.9399 2.0529 -2.5451 0.071 0.665 0.422 0.07
B 0.8411 3.3958 -1.3771 0.034 0.209 0.002 -0.50
N 1.8029 2.2424 -1.7251 -0.477 -0.222 0.195 0.05
N 1.3836 0.9336 -1.7065 0.570 0.651 -0.146 0.01
C 2.4041 0.2105 -2.1441 -0.076 -0.229 -0.031 -0.31
C 2.3583 -1.2769 -2.2535 0.072 0.020 -0.072 -0.01
C 3.4903 1.0406 -2.4577 0.156 -0.113 -0.057 0.02
C 3.0658 2.3197 -2.1769 -0.053 0.236 0.011 -0.27
C 3.7859 3.6231 -2.3289 0.116 -0.072 -0.007 -0.02
N 0.4018 3.3398 0.1161 -0.112 -0.572 -0.305 0.05
N -0.3006 2.2599 0.5932 0.361 0.729 0.031 0.02
C -0.6228 2.5532 1.8551 -0.179 -0.245 -0.064 -0.36
C -1.4207 1.6515 2.7415 -0.022 0.199 0.065 -0.02
C -0.1406 3.8196 2.1902 0.074 0.142 0.198 0.00
C 0.5032 4.2844 1.0590 0.084 0.163 -0.098 -0.28
C 1.2106 5.5844 0.8223 -0.033 -0.027 0.154 -0.02
H -2.9486 1.4539 -5.1302 -0.019 -0.016 0.022 0.08
H -2.0240 0.2310 -4.2622 0.015 0.065 0.043 0.08
H -3.5060 0.8739 -3.5584 0.029 0.044 0.027 0.07
H -2.4793 4.0508 -4.6533 0.099 -0.089 0.112 0.11
H -1.1254 6.2517 -3.7086 -0.004 -0.031 0.000 0.08
H -0.6663 6.0815 -2.0143 -0.017 -0.083 -0.047 0.08
H 0.5259 5.8002 -3.2769 -0.020 -0.059 -0.011 0.08
H 1.3978 4.4494 -1.5682 -0.147 -0.245 0.065 0.11
H 1.4117 -1.6906 -1.9217 -0.088 0.069 0.062 0.05
H 2.5240 -1.5918 -3.2865 -0.010 0.007 0.029 0.09
H 3.1451 -1.7125 -1.6396 0.069 -0.016 -0.001 0.07
H 4.4573 0.7428 -2.8396 -0.146 0.027 0.053 0.11
H 4.8176 3.4318 -2.6225 -0.021 0.000 -0.001 0.08
H 3.3282 4.2580 -3.0901 -0.024 -0.075 0.013 0.08
H 3.7977 4.1931 -1.3979 -0.013 -0.066 -0.015 0.07
H -0.7814 1.2191 3.5164 -0.020 0.171 -0.035 0.07
H -2.1854 2.2430 3.2507 0.023 -0.026 0.015 0.09
H -1.9090 0.8421 2.2069 0.032 -0.024 -0.105 0.06
H -0.2408 4.3251 3.1417 0.012 -0.075 -0.148 0.12
H 1.2296 6.1584 1.7489 -0.007 -0.014 -0.028 0.08
H 2.2396 5.4311 0.4914 -0.047 -0.036 0.031 0.08
H 0.7153 6.1863 0.0584 -0.018 -0.057 0.032 0.07
O -0.3576 -2.6356 -3.8524 0.144 0.054 -0.059 0.06
C -1.6145 -3.0763 -3.6553 0.009 -0.190 -0.170 -0.26
C -1.9768 -4.2355 -4.3469 -0.109 0.026 0.056 -0.02
C -3.2494 -4.7497 -4.2169 -0.140 -0.076 0.033 -0.08
C -4.1946 -4.1260 -3.3968 0.143 0.013 -0.064 -0.09
C -3.8326 -2.9786 -2.7201 -0.122 -0.041 0.039 -0.03
C -2.5506 -2.4347 -2.8353 0.056 0.149 0.327 -0.07
C -2.1871 -1.2165 -2.0597 0.598 -0.625 -0.782 -0.43
O -0.9083 -0.8893 -2.0301 -0.471 -0.271 -0.488 -0.18
N -3.1217 -0.5321 -1.5143 -0.255 0.701 0.610 0.06
N -2.6286 0.6631 -0.8957 -0.354 -1.618 -0.581 -0.13
C -3.6003 1.3716 -0.4968 -0.513 0.681 0.032 -0.88
S -3.3876 3.0074 0.0628 0.412 0.152 0.036 0.98
C -4.9961 3.0748 0.8543 -0.198 0.004 0.113 -0.52
C -5.9850 2.3946 -0.0717 -0.106 0.156 0.140 -0.53
S -5.2638 0.8354 -0.6227 0.004 -0.287 -0.084 0.97
H -0.2316 -1.8513 -3.2823 -0.034 0.002 0.094 0.06
H -1.2316 -4.7090 -4.9758 -0.052 0.039 0.041 0.12
H -3.5132 -5.6541 -4.7548 0.004 0.047 0.026 0.10
H -5.1915 -4.5378 -3.2845 0.105 0.035 -0.020 0.10
H -4.5377 -2.4835 -2.0631 0.040 -0.001 -0.028 0.11
H -5.2391 4.1228 1.0296 -0.021 -0.016 -0.033 0.08
H -4.9395 2.5562 1.8113 -0.037 0.006 0.028 0.08
H -6.2123 3.0216 -0.9333 0.019 0.013 -0.011 0.08
H -6.9115 2.1603 0.4540 0.001 0.000 -0.043 0.08
O 1.5079 -0.1515 0.6356 -0.078 -0.373 0.505 -0.46
As 2.0456 -0.8334 2.0627 -0.265 0.532 -0.930 1.24
C 1.0019 -2.0754 3.0542 -0.219 -0.360 0.143 -0.30
C 1.4218 -3.3975 3.1978 -0.356 0.037 0.077 -0.08
C 0.6475 -4.2835 3.9393 0.014 0.056 -0.010 -0.07
C -0.5228 -3.8473 4.5445 0.001 0.015 0.006 -0.07
C -0.9201 -2.5196 4.4288 -0.004 -0.040 -0.061 -0.06
C -0.1570 -1.6320 3.6880 -0.059 -0.171 -0.090 -0.09
C 2.4483 0.5444 3.3055 0.044 0.334 0.109 -0.31
C 2.4913 0.3029 4.6768 0.079 0.167 0.014 -0.09
C 2.8204 1.3373 5.5433 0.020 0.067 -0.089 -0.07
C 3.1046 2.6022 5.0336 -0.027 -0.089 -0.015 -0.08
C 3.0523 2.8363 3.6645 -0.034 -0.014 -0.038 -0.07
C 2.7185 1.8086 2.7885 0.001 0.063 0.333 -0.08
C 3.6732 -1.7315 1.6701 0.259 -0.121 -0.060 -0.29
C 4.8732 -1.2913 2.2100 0.179 -0.186 -0.102 -0.07
C 6.0607 -1.9225 1.8485 -0.058 0.038 0.010 -0.07
C 6.0416 -2.9834 0.9551 -0.049 -0.013 -0.002 -0.08
C 4.8351 -3.4240 0.4178 0.026 0.046 0.039 -0.07
C 3.6502 -2.7972 0.7721 0.209 -0.033 -0.004 -0.12
H 2.3282 -3.7513 2.7309 0.054 0.020 -0.024 0.09
H 0.9594 -5.3170 4.0346 -0.025 0.058 0.002 0.11
H -1.1316 -4.5443 5.1076 0.024 0.019 -0.015 0.11
H -1.8384 -2.1757 4.8888 0.038 -0.045 0.006 0.11
H -0.4863 -0.6074 3.5824 0.055 -0.139 -0.046 0.08
H 2.2636 -0.6807 5.0695 0.001 -0.012 -0.019 0.11
H 2.8526 1.1609 6.6125 -0.003 0.008 -0.070 0.10
H 3.3594 3.4102 5.7106 -0.014 -0.051 -0.049 0.10
H 3.2562 3.8272 3.2750 -0.005 -0.043 0.026 0.10
H 2.6430 1.9841 1.7219 -0.015 -0.030 -0.046 0.11
H 4.8926 -0.4602 2.9032 -0.010 0.020 0.011 0.10
H 6.9999 -1.5784 2.2640 -0.024 -0.015 -0.013 0.10
H 6.9678 -3.4716 0.6751 -0.047 0.026 0.011 0.10
H 4.8183 -4.2523 -0.2798 0.010 0.016 0.018 0.11
H 2.7143 -3.1434 0.3502 -0.057 0.032 -0.018 0.10
O -3.8457 -3.8639 0.8374 0.060 0.797 0.279 0.07
C -2.6068 -4.0300 0.3528 0.121 -0.067 -0.098 -0.27
C -2.3255 -5.2535 -0.2600 0.148 0.040 -0.007 -0.01
C -1.0748 -5.4826 -0.7927 0.163 -0.042 -0.079 -0.07
C -0.0681 -4.5112 -0.7290 -0.166 -0.121 0.025 -0.08
C -0.3565 -3.2992 -0.1392 0.021 -0.045 0.019 -0.04
C -1.6145 -3.0304 0.4037 -0.132 -0.194 -0.062 -0.07
C -1.9272 -1.6799 0.9333 -0.159 0.291 0.045 -0.54
O -2.9776 -1.4560 1.5411 -0.074 -0.212 0.088 0.05
O -1.0478 -0.7482 0.7159 -0.058 -0.358 0.287 -0.19
H -3.8562 -2.9410 1.2134 -0.063 -0.346 -0.067 0.09
H -3.1131 -5.9965 -0.3148 0.063 0.071 0.002 0.12
H -0.8771 -6.4329 -1.2779 0.015 0.060 0.023 0.11
H 0.9083 -4.6978 -1.1616 -0.062 -0.001 0.005 0.10
H 0.3834 -2.5107 -0.1004 0.039 0.064 0.000 0.08
```
Positions in Å, forces in eV/Å.

=====

Record 4
ORCA calculation (ωB97M-V with the def2-TZVPD basis set) on a cluster of 2 separate species, C3H6O3S2 in total.

For the energy, the calculation gives -31017.09324 eV. The calculation puts the HOMO energy at -9.10 eV. The value obtained for the energy above the lowest of the compared OMol25 structures with the same formula, charge and spin is 3.357 eV. As for the net charge: 0.

The geometry in XYZ format:
```
14
Properties=species:S:1:pos:R:3:forces:R:3:lowdin_charge:R:1
C 0.3478 0.5181 -2.1789 1.636 0.072 -5.092 -0.13
C 0.0099 0.9123 -0.8598 1.387 1.539 0.501 -0.58
C -0.2071 -0.7186 1.2277 3.658 0.412 -1.471 -1.15
O -0.7601 0.0185 -1.5378 -2.675 -2.184 0.036 -0.01
O -0.2795 -1.8464 0.5012 -3.109 0.007 -0.365 -0.08
O 0.8143 0.4943 0.0977 -0.933 -2.291 2.980 -0.14
S 1.0996 -0.9491 2.4245 1.029 0.702 0.320 0.79
S -1.6428 0.0338 1.7571 -0.980 1.225 0.771 0.85
H 0.0867 1.0977 -3.1888 0.794 -0.990 2.388 0.15
H 1.1994 -0.2015 -2.2348 -0.656 0.663 -0.230 0.13
H -0.3907 1.8644 -0.7631 -1.235 1.781 0.560 0.13
H -1.2442 -2.0067 0.1908 2.261 0.496 0.301 0.16
H 2.0450 -0.1086 1.8703 -0.880 -0.560 0.197 -0.08
H -1.0782 0.8920 2.6937 -0.299 -0.871 -0.895 -0.05
```
Positions in Å, forces in eV/Å.

=====

energy of number 3 (C50H51AsBN8O6S2Ti)?
-183192.65924 eV

=====

Which value of energy does entry 2 give?
-39578.25314 eV

=====

Look up the net charge of the third one.
0